(1)
Density functional theory data (wB97M-V/def2-TZVPD) for a molecular structure, C42H53InN8O4S4.

```
112
Properties=species:S:1:pos:R:3:forces:R:3:mulliken_charge:R:1
In 1.0474 -0.6412 0.2715 0.204 0.416 -0.213 1.88
O 4.1300 0.2773 3.1813 0.073 -0.106 0.147 -0.93
C 3.5266 0.4223 2.1158 -0.042 0.111 -0.135 0.30
O 2.3543 -0.0298 1.8969 0.079 -0.370 0.072 -0.47
C 4.2293 1.2582 1.0490 0.050 -0.062 -0.003 0.10
C 5.1903 2.1413 1.5547 -0.009 -0.002 0.014 -0.91
C 5.9509 2.9617 0.7473 0.020 0.008 -0.019 -0.64
C 5.7759 2.8810 -0.6315 0.054 0.035 0.007 -0.49
C 4.8404 2.0165 -1.1527 -0.041 -0.008 0.026 -0.93
C 4.0253 1.1984 -0.3421 -0.021 0.062 -0.035 0.86
S 2.8767 0.2224 -1.2454 0.170 0.023 -0.045 0.14
H 5.3218 2.1472 2.6280 -0.003 -0.005 0.006 0.41
H 6.6738 3.6434 1.1797 0.004 -0.003 -0.002 0.35
H 6.3684 3.4969 -1.3005 -0.009 0.004 0.004 0.34
H 4.6936 1.9589 -2.2237 -0.005 -0.001 -0.031 0.44
N 3.7136 -2.5252 4.2655 -0.020 -0.006 -0.100 -0.77
N 2.2923 -2.6521 4.0554 -0.157 0.083 -0.090 -0.24
H 4.0318 -1.6501 3.8491 0.034 0.067 0.028 0.40
H 4.1356 -3.2795 3.7324 -0.055 0.021 0.085 0.28
H 2.0512 -2.3743 3.1001 0.071 0.030 0.190 -0.03
H 1.8452 -1.9589 4.6468 0.126 -0.057 -0.004 0.32
C 0.1243 -1.0514 -5.5106 0.014 -0.004 0.032 -1.05
C 0.8844 0.0560 -4.7848 0.040 0.005 -0.027 -0.58
N 0.0285 1.0428 -4.1558 -0.021 -0.024 0.047 0.40
C -0.5609 2.0582 -5.0067 0.029 0.003 -0.072 -0.81
C -1.9709 1.7386 -5.5081 0.024 -0.004 0.009 -1.02
C -0.3440 0.9072 -2.8300 0.111 0.238 -0.044 0.54
C -1.0905 2.0575 -2.2205 -0.028 -0.045 0.018 -0.26
N -0.0543 -0.0963 -2.0948 -0.198 -0.439 0.215 1.06
H 0.8126 -1.8076 -5.8904 0.026 -0.031 0.009 0.44
H -0.4422 -0.6516 -6.3528 0.021 -0.006 -0.031 0.37
H -0.5794 -1.5348 -4.8338 -0.034 -0.046 0.049 0.13
H 1.5309 0.5811 -5.4959 -0.013 0.000 0.036 0.44
H 1.5505 -0.3567 -4.0241 -0.007 0.007 -0.052 0.16
H 0.1105 2.1816 -5.8616 -0.032 0.034 0.018 0.37
H -0.5724 3.0156 -4.4855 -0.012 -0.035 0.007 0.37
H -1.9645 0.9245 -6.2315 -0.007 -0.030 -0.004 0.29
H -2.4139 2.6148 -5.9849 -0.006 0.034 -0.032 0.37
H -2.6145 1.4443 -4.6806 -0.025 0.012 0.032 0.24
H -2.1253 2.0942 -2.5633 -0.021 0.019 -0.031 0.28
H -0.6124 3.0101 -2.4464 0.032 0.032 0.029 0.33
H -1.0935 1.9242 -1.1464 -0.033 0.020 -0.057 -1.21
H 0.4037 -0.8481 -2.5974 0.036 -0.040 -0.099 -0.93
C -5.3098 5.1946 -0.0028 0.015 -0.032 -0.002 -1.17
C -5.2780 4.1563 1.1111 -0.066 -0.063 -0.007 -0.81
N -3.9389 3.9355 1.6285 -0.058 0.058 0.044 0.72
C -3.7208 4.3291 3.0061 0.038 -0.046 0.036 -0.35
C -3.6818 5.8405 3.1894 0.000 -0.003 0.014 -1.34
C -3.1841 2.9524 0.9847 0.186 0.004 0.052 -0.25
O -3.7035 2.3201 0.0670 -0.091 -0.104 -0.109 -0.74
C -1.7930 2.7564 1.3845 -0.031 0.087 0.022 0.44
C -0.9504 3.7939 1.6717 0.010 0.072 0.088 0.38
C 0.4444 3.6230 1.6493 -0.027 0.013 -0.023 -2.47
C 0.9075 2.4710 1.0008 0.046 -0.019 0.017 0.13
N 0.1604 1.4557 0.6513 -0.123 -0.117 0.059 0.80
C -1.1769 1.3917 1.2362 0.044 -0.114 -0.043 0.31
H -6.3221 5.3189 -0.3931 -0.047 0.007 -0.008 0.41
H -4.6671 4.8670 -0.8188 0.023 -0.014 -0.026 0.25
H -4.9508 6.1628 0.3491 0.016 0.027 0.017 0.26
H -5.6663 3.2085 0.7303 0.004 0.046 0.038 0.42
H -5.9097 4.4720 1.9469 -0.010 0.026 -0.030 0.42
H -2.7883 3.8855 3.3428 -0.020 0.003 -0.009 0.15
H -4.5173 3.9042 3.6350 -0.009 0.026 -0.001 0.45
H -2.8852 6.2774 2.5870 0.021 0.015 -0.011 0.26
H -3.5025 6.0933 4.2357 0.005 0.014 0.044 0.41
H -4.6232 6.3051 2.8890 -0.026 -0.002 -0.014 0.34
H -1.3524 4.7949 1.8114 -0.005 -0.011 -0.018 0.32
H 1.1201 4.4423 1.8477 0.014 0.010 -0.020 0.37
H 1.9461 2.4155 0.6897 0.004 0.037 -0.012 0.11
H -1.8061 0.7981 0.5649 -0.012 0.059 0.031 0.24
O 1.8377 -2.5475 -0.3755 -0.259 0.360 0.059 -1.14
C 1.5955 -3.8885 -0.3680 0.115 -0.118 -0.052 2.75
C 0.4203 -4.2646 -1.2642 0.011 -0.077 -0.115 0.07
C -0.5458 -5.2205 -1.1692 -0.003 0.018 -0.024 -0.28
C -1.3541 -5.3135 -2.3384 -0.025 0.041 0.009 -0.76
C -0.9722 -4.4353 -3.3040 0.026 -0.001 0.027 -0.67
S 0.3672 -3.4968 -2.7963 -0.051 0.129 -0.109 -0.09
C 1.3748 -4.5009 1.0104 0.020 -0.007 0.112 -0.64
C 0.2313 -4.5115 1.7515 0.041 0.024 0.084 -0.33
C 0.3817 -5.1684 3.0017 0.075 -0.004 -0.027 -1.11
C 1.6444 -5.6373 3.1924 -0.069 -0.035 -0.026 -0.43
S 2.6502 -5.2874 1.8602 0.003 -0.030 0.004 -0.19
C 2.8416 -4.5318 -1.0036 0.024 -0.076 0.010 -0.90
C 4.0247 -3.8909 -1.1925 0.036 -0.079 -0.019 -0.54
C 5.0144 -4.7234 -1.7878 -0.065 -0.014 -0.035 -0.59
C 4.5538 -5.9756 -2.0546 -0.028 0.025 0.027 -0.57
S 2.9157 -6.1540 -1.5808 -0.014 -0.015 0.000 -0.11
H -0.6750 -5.8337 -0.2921 0.001 -0.031 0.031 0.61
H -2.1934 -5.9863 -2.4395 -0.028 -0.028 -0.008 0.37
H -1.4242 -4.2723 -4.2673 -0.038 0.005 -0.078 0.46
H -0.6621 -4.0015 1.4271 -0.037 0.006 -0.021 0.64
H -0.4017 -5.2392 3.7414 -0.027 -0.008 0.041 0.37
H 2.0538 -6.1042 4.0713 0.005 -0.035 0.056 0.41
H 4.1400 -2.8526 -0.9253 0.017 0.091 0.028 0.40
H 6.0160 -4.3950 -2.0194 0.083 0.016 -0.009 0.40
H 5.0809 -6.7955 -2.5107 0.059 -0.071 -0.037 0.44
N -0.5912 -1.5351 1.2662 -0.035 -0.038 -0.183 -0.33
C -1.2727 -0.9251 2.1400 -0.134 0.091 0.122 -0.15
C -1.0489 0.5280 2.5664 0.020 0.010 -0.121 1.17
C -1.9183 1.0167 3.6768 -0.015 -0.019 -0.035 -0.90
C -2.9439 0.3141 4.1552 -0.014 -0.016 0.033 -0.68
C -3.2421 -1.0198 3.6329 -0.034 0.002 0.050 -0.73
C -2.4641 -1.5965 2.7135 0.029 0.029 0.051 -0.83
H -0.0023 0.6342 2.8674 -0.001 0.018 0.095 -0.07
H -1.6814 1.9920 4.0868 -0.013 0.018 -0.012 0.49
H -3.5612 0.7110 4.9542 0.003 -0.001 0.007 0.40
H -4.1085 -1.5457 4.0188 -0.029 0.000 0.005 0.37
H -2.6781 -2.5868 2.3295 -0.002 -0.021 -0.020 0.36
N -2.8830 -1.7921 -1.0726 -0.011 -0.111 0.002 -0.84
H -2.6818 -0.8227 -1.3054 0.010 -0.057 0.022 0.26
H -2.4615 -2.3468 -1.8142 0.018 0.046 0.031 0.24
H -2.3083 -1.9813 -0.2495 0.017 0.042 -0.056 0.31
```
Forces are in eV/Å.

Output
Relative energy (zero: lowest compared OMol25 entry of this formula, charge and spin): 0.981 eV
Charge: -2
Orbital gap: 5.63 eV

---

(2)
Density functional theory data (wB97M-V/def2-TZVPD) for 2 unconnected molecules or ions with the total composition H3S3.

```
6
Properties=species:S:1:pos:R:3:forces:R:3:mulliken_charge:R:1
S -1.4107 0.1752 1.1849 -0.509 0.355 -0.183 -0.26
H -2.6381 0.7531 1.1926 0.298 -0.224 0.177 0.08
S 1.9274 -1.0652 -0.8094 -0.290 0.166 0.370 -0.49
S -0.9247 0.6743 -0.7939 -0.115 -0.137 0.267 -0.53
H 2.5282 -0.0614 -0.1276 -0.267 -0.243 -0.194 0.09
H 0.5179 -0.4759 -0.6466 0.882 0.083 -0.437 0.11
```
Forces are in eV/Å.

Output
Relative energy (zero: lowest compared OMol25 entry of this formula, charge and spin): 0.233 eV
Charge: -1
Orbital gap: 6.61 eV

---

(3)
Density functional theory data (wB97M-V/def2-TZVPD) for a molecular structure, C35H31OZr at a distorted geometry.

```
68
Properties=species:S:1:pos:R:3:forces:R:3:mulliken_charge:R:1
C -6.0873 3.6863 2.7068 0.262 0.028 0.081 -0.47
C -5.7575 2.3212 2.6884 0.222 0.206 -0.038 -0.60
C -4.4233 1.9293 2.6286 0.293 0.741 -0.049 -0.47
C -3.4107 2.9207 2.5750 -0.809 0.244 0.197 0.51
C -2.0093 2.5587 2.4889 1.372 -1.791 -0.625 0.99
O -1.1541 3.6312 2.3804 0.304 0.740 0.416 -0.47
C 0.2266 3.4747 2.4395 -0.203 0.085 0.084 0.42
C 0.8157 2.2218 2.4353 0.232 0.079 -0.075 -0.06
C 2.2283 2.1192 2.4536 -0.546 0.295 0.033 -0.44
C 3.0026 3.2714 2.5820 -0.174 0.057 -0.047 -0.89
C 2.3718 4.5257 2.6239 -0.265 0.007 0.058 -0.31
C 0.9860 4.6494 2.5239 -0.054 -0.621 0.071 -0.82
C -0.0805 1.0042 2.4211 0.128 -0.084 0.973 1.41
C -1.5343 1.3011 2.4157 -0.861 1.358 0.421 -1.29
C -3.7444 4.2812 2.6464 -0.049 -0.553 -0.079 -0.58
C -5.0733 4.6564 2.7031 -0.590 -0.412 0.000 -0.47
H -7.1331 3.9900 2.7449 0.246 -0.063 -0.011 0.35
H -6.5349 1.5538 2.7165 0.182 0.327 -0.009 0.36
H -4.1418 0.8731 2.6239 -0.263 0.435 -0.031 0.30
H 2.7051 1.1348 2.3540 -0.287 0.440 0.211 0.41
H 4.0953 3.2007 2.6596 -0.537 0.048 -0.105 0.36
H 2.9549 5.4286 2.7655 0.079 -0.081 -0.114 0.36
H 0.4492 5.6003 2.5505 0.370 -0.216 -0.014 0.41
H 0.0981 0.5065 3.3984 0.178 -0.346 -0.600 0.26
H -2.2284 0.4564 2.3661 0.432 0.343 0.172 0.21
H -2.9548 5.0262 2.6553 -0.159 -0.173 -0.069 0.38
H -5.3058 5.7139 2.7391 -0.192 -0.060 0.014 0.37
C 0.2104 0.1612 1.2365 0.756 -1.357 -1.585 -1.22
Zr 1.0710 -2.3789 -1.8522 -0.903 0.596 1.725 0.25
C -0.9194 -1.9165 -2.6384 -1.483 0.101 -0.237 -1.32
C 1.3221 -4.5617 -2.3952 0.188 -0.316 -0.924 -0.27
C 2.4423 -4.2570 -1.5305 -0.223 -0.722 1.327 -0.71
C 1.9503 -4.1375 -0.1640 0.213 0.020 -0.955 0.37
C 2.5745 -3.6700 1.0259 -0.209 0.034 -0.705 -0.79
C 1.8116 -3.5735 2.1791 -0.531 -0.203 0.511 -0.57
C 0.4244 -3.8464 2.1682 0.598 0.041 0.510 -0.50
C -0.2346 -4.2044 1.0034 0.083 0.127 -0.773 -0.83
C 0.5219 -4.3763 -0.1873 0.000 0.311 -0.730 0.93
C 0.1385 -4.6066 -1.5708 0.402 0.117 0.829 -1.19
C 3.0789 -1.0442 -2.0325 0.006 0.764 -1.803 -0.38
C 2.8337 -1.8234 -3.2380 1.000 1.418 -0.731 -0.92
C 1.9183 -1.0495 -4.0656 0.574 -0.120 1.132 0.48
C 1.3257 -1.3523 -5.3101 -0.297 0.370 -0.085 -0.93
C 0.4067 -0.4602 -5.8392 0.469 -0.619 0.001 -0.50
C 0.0735 0.7319 -5.1568 0.178 0.392 0.655 -0.42
C 0.6473 1.0534 -3.9334 -0.294 -0.076 -0.330 -0.66
C 1.5659 0.1563 -3.3502 0.293 -1.252 0.281 1.14
C 2.2367 0.1145 -2.0705 0.450 -0.409 -0.073 -1.14
H 1.2496 -0.2040 1.1938 -0.356 -0.031 0.088 0.16
H 0.0712 0.7383 0.3090 0.007 0.026 0.279 0.53
H -0.4395 -0.7227 1.1003 0.279 0.270 0.395 0.24
H -0.9640 -2.3298 -3.6589 -0.118 0.017 0.112 0.31
H -1.7043 -2.3970 -2.0310 0.031 0.108 -0.231 0.41
H -1.1481 -0.8420 -2.6992 0.066 -0.155 -0.049 0.36
H 1.3635 -4.7308 -3.4789 0.089 -0.430 0.696 0.29
H 3.5021 -4.2255 -1.7878 -0.440 0.080 -0.047 0.60
H 3.6429 -3.4384 0.9991 -0.293 -0.097 0.183 0.41
H 2.2792 -3.2938 3.1259 -0.104 0.019 -0.273 0.36
H -0.1258 -3.7675 3.1078 0.080 0.041 -0.252 0.38
H -1.3121 -4.3827 0.9673 0.290 0.052 0.161 0.37
H -0.8881 -4.8131 -1.8805 0.479 0.160 -0.058 0.48
H 3.8437 -1.2481 -1.2810 -0.499 -0.135 -0.104 0.47
H 3.3949 -2.6824 -3.6022 -0.123 0.275 0.230 0.61
H 1.6112 -2.2830 -5.8044 -0.234 0.273 -0.020 0.38
H -0.0710 -0.6742 -6.7964 0.121 0.045 0.232 0.34
H -0.6648 1.3969 -5.6044 0.202 -0.066 0.119 0.35
H 0.4036 1.9743 -3.4002 -0.121 -0.210 -0.229 0.37
H 2.1962 0.9295 -1.3431 0.065 -0.492 -0.132 0.51
```
Forces are in eV/Å.

Output
Charge: -1
Orbital gap: 3.82 eV

---

(4)
Density functional theory data (wB97M-V/def2-TZVPD) for C9H13NO3 in the gas phase at a distorted geometry.

```
26
Properties=species:S:1:pos:R:3:forces:R:3:mulliken_charge:R:1
C -0.6700 -2.1141 -0.8119 -2.640 -0.796 -0.773 -0.33
C -1.7621 -1.3372 -0.4285 0.704 -0.593 0.410 -0.63
C 0.5867 -1.7706 -1.4525 -0.573 -1.089 -1.357 -0.24
C -1.6337 0.1114 -0.5373 0.686 0.602 -0.634 -0.17
C 1.4314 -0.9908 -0.7823 1.291 -0.854 -3.050 -0.07
C -0.5861 0.7854 0.0217 -0.881 1.592 -1.677 0.02
C 2.7382 -0.5267 -1.3830 -3.149 2.962 -3.430 -1.33
C -1.0328 1.4156 2.3560 0.037 0.936 1.156 -1.29
C 0.0325 0.8085 1.4071 -0.737 0.266 1.658 0.17
N -0.3869 2.1317 -0.6517 -0.807 0.597 -0.344 1.10
O -0.8489 2.3571 -1.7559 -0.154 -0.933 -0.139 -0.65
O 0.1990 2.9992 -0.0489 0.808 0.122 0.996 -0.63
O 0.1944 -0.5095 1.9322 4.295 1.725 -0.564 -0.57
H -0.8522 -3.1734 -1.0282 -0.553 0.084 0.686 0.38
H -2.7897 -1.6973 -0.1055 1.584 -0.190 -0.790 0.34
H 0.7462 -2.3711 -2.4939 -0.117 1.987 2.443 0.22
H -2.2853 0.6261 -1.3468 1.318 -0.737 1.554 0.33
H 1.2162 -1.0035 0.2438 0.162 0.984 1.239 0.71
H 2.6449 0.6435 -1.7031 0.312 -2.526 1.195 0.21
H 3.0221 -0.9721 -2.3713 -0.388 -0.148 1.112 0.35
H 3.4101 -0.6576 -0.6552 3.285 -0.133 2.310 0.40
H -2.0276 0.8805 2.3302 1.118 0.587 -0.162 0.31
H -1.1558 2.5230 2.3023 -0.169 -0.837 -0.577 0.34
H -0.5751 1.2986 3.3598 -0.478 -0.198 -0.337 0.37
H 0.9840 1.4822 1.5960 -1.688 -1.956 -1.079 0.35
H -0.5994 -0.9389 2.0070 -3.266 -1.452 0.152 0.32
```
Forces are in eV/Å.

Output
Relative energy (zero: lowest compared OMol25 entry of this formula, charge and spin): 7.471 eV
Charge: 0
Orbital gap: 8.68 eV
SMILES: C/C=C/C=C\C=C(/[C@@H](C)O)[N+](=O)[O-]

---

(5)
Density functional theory data (wB97M-V/def2-TZVPD) for 2 unconnected molecules or ions with the total composition C6H16NPS at a distorted geometry.

```
25
Properties=species:S:1:pos:R:3:forces:R:3:mulliken_charge:R:1
C -3.3482 0.2145 0.6007 1.170 -3.539 -2.571 -1.61
C -1.3094 1.7825 0.4412 0.187 -1.762 3.094 -1.20
C -1.4456 -0.2771 -1.0376 -3.817 1.513 -1.875 -0.79
C 2.2574 -1.4053 -1.3964 -2.314 0.259 -2.429 -0.93
C 3.4912 -0.3939 0.9890 -1.557 -3.717 2.641 -1.18
C -1.7894 0.2789 0.3911 0.085 -0.321 -2.798 1.16
N -1.1870 -0.6660 1.1930 1.144 0.094 1.354 -0.58
P 2.1627 -0.0294 -0.1962 0.687 1.191 -0.463 0.53
S 2.6906 1.7357 -1.0008 -0.870 -1.056 0.470 -0.39
H -3.7934 -0.8399 0.4891 1.005 1.419 0.336 0.34
H -3.4656 0.5571 1.5381 -1.244 1.437 3.102 0.52
H -3.7426 0.7654 -0.2051 -0.804 1.162 -0.567 0.35
H -1.4458 2.1155 -0.5279 0.144 1.147 -1.864 0.34
H -0.2064 1.8801 0.8163 -2.183 -0.078 -0.708 0.22
H -2.0837 2.2756 1.0748 1.103 0.217 -0.113 0.40
H -1.8148 -1.3269 -1.2560 0.455 1.330 0.430 0.36
H -1.8503 0.5018 -1.8683 0.766 -1.983 1.695 0.27
H -0.4225 -0.2069 -1.0081 2.522 -0.166 -0.580 -0.17
H 1.2334 -1.9414 -1.4388 1.646 0.922 -0.117 0.27
H 2.6045 -1.1128 -2.4645 -0.930 -0.035 1.862 0.30
H 2.9584 -2.1112 -1.0921 1.246 -1.255 0.922 0.40
H 4.4344 -0.2210 0.6153 1.997 0.583 -1.304 0.42
H 3.4397 0.1011 1.9439 -0.433 0.776 0.103 0.36
H 3.5234 -1.5236 1.3815 -0.428 2.072 -1.229 0.31
H -0.8908 -0.1525 2.0179 0.421 -0.209 0.608 0.30
```
Forces are in eV/Å.

Output
Relative energy (zero: lowest compared OMol25 entry of this formula, charge and spin): 5.022 eV
Charge: 0
Orbital gap (alpha / beta): 4.28 / 4.28 eV